Molecular formula: C27H65N3O15P3
Method: DFT, ωB97M-V/def2-TZVPD

XYZ file:
```
113
Properties=species:S:1:pos:R:3:forces:R:3
P 1.233 -6.930 -1.648 3.0 1.8 4.0
P 0.757 -1.853 5.252 -4.5 -1.6 -2.5
P 3.173 1.019 -1.480 1.0 -1.8 5.1
O 1.816 -1.932 4.231 1.6 0.9 1.7
O 1.231 -5.745 -2.723 -1.4 -1.3 -0.9
O -8.070 3.440 -3.450 -0.5 -0.4 -0.5
O -6.223 4.574 -4.068 0.4 0.4 0.2
O 3.784 0.010 -2.360 -0.8 1.3 -2.1
O 2.798 -7.338 -1.742 -0.7 -0.1 -0.7
O -1.932 6.247 -1.843 -0.2 -0.1 0.3
O 2.500 0.181 -0.283 -0.2 0.2 -0.3
O -0.539 -1.300 4.454 0.2 0.2 0.3
O 0.482 -8.074 -1.106 -1.2 -0.2 -2.2
O 2.018 2.131 -1.339 0.1 0.0 -2.1
O 0.266 -1.104 6.576 2.0 0.4 0.1
O 0.287 -3.356 5.620 0.7 0.5 0.5
O 1.250 -5.846 -0.450 -0.2 0.1 -0.3
O 4.355 1.817 -0.711 -0.5 0.3 -0.8
N -4.672 6.645 -1.230 -0.9 -0.3 0.4
N -4.980 8.656 -2.448 0.1 -0.5 0.3
N -4.272 6.798 -3.589 0.3 -0.3 0.6
C -4.641 7.400 -2.406 0.3 -0.2 -0.6
C -0.785 -1.849 2.117 -0.1 -0.1 0.0
C 0.413 -5.988 0.698 0.0 -0.1 0.3
C 3.574 -8.870 -3.469 -0.1 0.2 -0.1
C 1.711 -4.795 6.976 -0.1 0.2 0.1
C 2.340 -1.243 -0.352 0.2 -0.3 0.1
C 3.209 -8.680 -2.010 0.3 -0.4 0.0
C -6.841 4.484 -1.717 -0.4 -0.2 0.1
C 1.175 -6.624 1.841 0.2 0.0 0.1
C 3.465 -1.942 0.377 0.1 0.1 0.2
C -7.138 4.094 -3.145 0.2 0.3 0.6
C 5.727 3.437 -1.904 -0.2 0.0 0.0
C -2.115 4.882 -1.449 0.8 -0.6 -0.2
C -2.236 7.203 -0.857 -0.3 0.5 -0.3
C 1.382 -6.031 -4.121 0.1 0.1 -0.5
C -1.507 4.494 -0.096 -0.9 -0.3 -0.2
C 5.627 2.041 -1.321 0.5 0.1 0.0
C -0.421 -0.783 3.131 -0.1 -0.1 -0.3
C 2.079 3.356 -2.071 0.0 0.5 -0.2
C 1.210 -4.446 5.588 0.2 -0.6 0.0
C -6.014 6.614 -0.587 0.2 0.7 0.0
C -3.656 7.118 -0.269 0.5 0.6 0.0
C 2.179 3.152 -3.570 0.0 -0.2 0.0
C 0.940 -1.322 7.825 0.1 0.0 0.6
C -7.063 5.993 -1.482 0.1 -0.4 -0.1
C 0.336 -6.996 -4.642 -0.1 -0.1 0.2
C 2.421 -1.011 7.758 0.0 0.0 -0.2
H 2.894 -1.188 8.723 0.0 0.0 0.0
H 0.877 -4.981 7.654 0.0 0.0 0.0
H -0.665 -6.588 -4.498 0.0 0.0 0.0
H 2.338 -5.686 6.942 0.0 0.0 0.0
H 1.625 -7.571 1.542 -0.2 -0.1 -0.1
H 3.972 -9.871 -3.636 0.0 0.0 0.0
H 5.837 1.296 -2.089 -0.2 -0.1 0.0
H 0.460 -0.662 8.547 -0.1 0.0 -0.1
H -7.561 3.924 -1.125 0.1 0.0 0.1
H 0.578 -0.388 2.949 0.1 -0.1 0.0
H -4.475 5.803 -3.461 0.1 -0.1 -0.1
H 3.431 -1.706 1.442 -0.1 0.0 0.0
H -1.117 0.055 3.052 0.0 0.0 0.1
H -1.609 4.296 -2.215 0.1 0.2 -0.2
H 1.318 2.592 -3.937 0.0 0.0 0.0
H 1.988 -5.971 2.164 0.0 0.0 0.0
H 2.217 4.111 -4.086 0.0 0.0 0.0
H 0.378 -7.953 -4.112 0.0 0.0 -0.1
H -0.620 -1.490 1.100 0.0 0.0 0.0
H 6.733 3.622 -2.281 0.0 0.0 0.0
H -6.289 7.641 -0.302 -0.2 0.0 0.0
H 1.156 3.891 -1.838 0.0 -0.1 0.1
H -7.106 6.522 -2.439 0.1 0.1 0.0
H -1.069 3.504 -0.196 0.3 0.1 0.1
H -3.657 6.525 0.642 -0.3 -0.5 -0.3
H -3.923 8.137 0.050 0.1 0.0 0.2
H 2.924 -1.630 7.008 0.0 0.0 0.1
H -4.839 9.170 -3.307 -0.4 0.1 -0.1
H 0.515 -6.804 2.691 0.0 0.0 0.0
H 2.306 -3.979 7.392 0.0 0.0 0.0
H -2.320 4.371 0.620 0.2 0.2 0.3
H 0.486 -7.185 -5.704 0.0 0.0 0.0
H -0.198 -2.756 2.264 0.2 0.1 0.0
H 2.900 3.973 -1.699 0.1 -0.2 0.0
H 2.580 0.031 7.478 0.0 0.0 0.0
H -5.435 9.076 -1.650 0.3 0.3 0.1
H 1.391 -1.474 0.132 0.0 0.1 0.0
H 1.288 -5.075 -4.636 0.0 0.1 0.2
H 2.053 -4.241 4.927 -0.1 0.2 -0.1
H -5.902 6.082 0.355 0.0 -0.2 -0.1
H 5.494 4.190 -1.149 0.0 0.0 0.0
H 3.074 2.582 -3.835 0.0 0.1 0.0
H 0.760 -2.343 8.166 0.0 -0.1 -0.2
H -5.850 4.142 -1.418 0.2 0.2 -0.2
H 0.670 -5.296 5.169 -0.1 0.1 0.0
H 2.265 -1.580 -1.385 0.1 0.1 -0.1
H -0.486 -6.554 0.461 0.1 -0.1 -0.1
H -3.255 6.824 -3.708 0.0 0.4 -0.3
H 2.697 -8.745 -4.110 0.0 -0.1 0.0
H 4.437 -1.618 0.004 0.0 0.0 -0.2
H 0.096 -4.982 0.980 0.1 0.0 -0.1
H 4.323 -8.141 -3.780 0.0 0.0 0.0
H 2.441 -9.397 -1.717 -0.1 0.2 0.1
H 5.027 3.565 -2.733 0.1 0.0 0.0
H -6.547 5.384 -4.481 -0.2 -0.2 -0.3
H -2.142 8.175 -1.347 0.1 -0.1 -0.2
H 2.394 -6.393 -4.314 0.0 -0.1 0.2
H -3.163 4.583 -1.513 -0.1 0.3 0.2
H 6.374 1.917 -0.536 -0.1 0.0 0.1
H -8.050 6.125 -1.042 0.0 0.1 0.1
H -1.514 7.228 -0.039 0.0 -0.2 0.1
H 4.084 -8.867 -1.386 0.0 0.1 0.0
H 3.386 -3.024 0.259 0.0 0.0 0.0
H -0.769 5.201 0.266 0.1 -0.1 0.0
H -1.835 -2.127 2.220 0.0 0.0 0.0
```
Positions in Å, forces in eV/Å.

Charge: +1
E_HOMO in eV: -11.25

=====

Molecular formula: C27H66Br6O29S9
Method: DFT, ωB97M-V/def2-TZVPD

XYZ file:
```
137
Properties=species:S:1:pos:R:3:forces:R:3
Br -6.405 -3.852 -2.736 0.3 0.7 0.1
Br 1.347 -6.832 0.167 0.8 0.5 0.4
Br 4.488 -7.415 0.779 -0.5 0.1 0.1
Br 3.569 -4.392 0.542 -0.5 -0.9 -0.1
Br -3.915 -1.689 -2.578 -0.9 -0.4 -0.1
Br -6.986 -0.743 -2.072 0.3 -0.2 -0.2
S -2.812 1.857 4.567 -0.5 -0.4 0.0
S 2.424 -2.797 -3.685 0.4 -0.3 0.3
S 0.145 -0.908 0.140 1.0 -0.3 0.2
S 1.302 3.836 0.593 -1.9 0.5 0.5
S 1.372 2.645 4.839 0.0 -0.3 -1.5
S 6.664 0.586 0.600 -0.6 0.2 -0.1
S -3.932 4.739 -2.885 -0.3 -0.9 -1.0
S -2.575 -5.048 -0.704 -0.3 -0.8 0.7
S 2.115 1.939 -2.823 2.5 0.9 -0.4
O 0.694 1.804 -2.668 0.5 0.1 -1.7
O -2.805 5.495 -2.421 -0.2 -0.2 0.1
O 1.322 -0.097 0.396 -1.3 -0.8 -0.2
O 2.999 1.661 -1.708 -1.1 -0.1 -1.1
O -3.975 -5.261 -0.985 1.1 0.0 0.2
O -1.124 -0.545 0.710 0.2 0.3 -0.1
O -1.762 -6.492 -0.682 0.4 1.9 -0.5
O 0.298 3.177 4.032 1.2 -0.7 1.2
O -4.407 1.751 4.955 1.5 -0.1 0.1
O -3.619 3.160 -2.759 -0.7 0.4 -0.6
O 5.224 0.827 1.356 1.9 0.1 -0.3
O -2.728 2.633 3.363 0.2 -0.1 0.7
O 2.468 3.477 -3.283 -1.6 -1.7 0.6
O -2.129 2.182 5.791 -0.8 -0.3 -1.1
O -1.814 -4.121 -1.506 -0.2 -1.2 0.5
O 6.886 1.598 -0.401 -0.6 -0.9 0.7
O 0.732 1.356 5.596 0.3 0.8 -0.6
O 0.515 4.610 1.530 1.0 -0.6 -0.6
O 0.434 -2.429 0.680 0.1 0.7 -1.7
O 6.178 -0.800 -0.089 1.2 0.8 0.5
O 2.875 -1.814 -2.732 -0.8 -0.8 -0.7
O 3.172 -2.910 -4.907 -0.9 -0.2 0.9
O 1.671 4.835 -0.614 0.9 -0.7 0.3
O -5.252 4.942 -2.353 1.0 -0.3 -0.4
O 2.255 -4.210 -2.944 0.7 0.5 -0.5
O 7.708 0.352 1.548 -1.0 -0.2 -0.4
O 2.129 3.462 5.742 -0.5 -0.3 0.2
O 2.491 3.138 1.015 -0.7 0.7 -0.7
O 0.853 -2.649 -3.953 0.7 1.3 -0.4
C 1.488 0.738 6.629 -0.3 -0.6 1.3
C 0.928 -4.755 -3.033 -0.2 -0.6 -0.3
C -3.168 -8.137 -1.864 -0.3 0.6 1.0
C 0.906 -0.659 6.838 0.3 0.4 -0.4
C 4.808 -0.633 -0.475 0.3 -0.3 -0.1
C -0.004 -1.170 -1.654 -0.9 -0.2 1.9
C 3.845 5.348 -3.618 -0.6 -1.0 0.4
C 1.223 7.250 -0.649 -0.3 -0.2 0.9
C -2.290 -4.617 1.018 0.1 0.7 -0.9
C 3.837 3.883 -3.153 0.5 0.8 -0.6
C -3.991 4.848 -4.691 -0.6 0.8 0.8
C 4.188 0.121 0.694 -1.4 0.1 -0.5
C 0.171 2.744 -0.277 0.6 -0.4 0.1
C -2.249 2.737 -2.863 1.8 1.4 1.5
C 2.647 0.998 -4.287 -0.7 0.5 0.8
C 2.994 -6.217 1.061 0.3 0.5 -0.6
C -2.409 -7.726 -0.565 -2.3 -1.9 -1.3
C -2.532 0.128 4.090 -0.7 -0.1 -0.5
C -2.070 1.259 -3.051 -1.3 -1.0 0.5
C 0.745 5.857 -1.024 -0.4 0.4 -0.1
C -5.721 -2.202 -1.972 0.3 0.1 0.3
C 0.198 -3.925 -4.095 1.1 0.5 0.3
C -6.652 1.120 4.426 1.5 -0.2 0.3
C 1.764 -2.071 2.718 0.2 0.8 -0.6
C 2.582 1.798 3.784 -0.9 -0.9 0.4
C -5.287 1.585 3.861 -2.4 0.5 -0.2
C 0.518 -2.653 2.064 0.1 -0.3 1.9
H -5.570 -2.348 -0.912 -0.1 -0.3 -0.1
H 3.459 5.352 -4.636 0.4 0.3 -0.2
H 0.385 -0.265 -2.114 0.3 -0.4 -0.1
H -2.551 -7.985 -2.746 0.0 -0.2 -0.1
H -0.353 -2.258 2.602 -0.2 0.0 -0.4
H 0.424 -2.133 -1.897 0.3 0.4 0.0
H -1.559 0.824 -2.192 0.1 0.2 -0.2
H 0.635 5.727 -2.100 0.1 0.1 -0.1
H -0.248 5.699 -0.601 0.1 -0.2 0.2
H 4.838 5.768 -3.489 0.0 0.1 -0.3
H -3.246 -0.526 4.591 0.4 0.1 0.7
H 2.097 7.603 -1.190 -0.1 0.0 -0.3
H -0.478 3.316 -0.940 0.2 0.4 0.6
H 3.254 2.506 3.315 -0.1 0.0 -0.1
H 2.851 1.736 -5.057 0.4 -0.1 0.0
H 2.640 -2.288 2.116 0.1 -0.1 -0.1
H -1.086 -1.217 -1.779 0.0 -0.1 -0.2
H 0.442 -4.264 -5.102 -0.5 -0.3 0.0
H 0.706 2.091 -0.968 0.0 0.6 1.4
H -3.170 -7.776 0.221 0.3 0.5 0.3
H 0.867 -1.114 5.846 -0.1 -0.4 0.2
H 1.019 -5.781 -3.384 0.0 -0.1 0.2
H -1.600 0.899 -3.963 0.2 0.5 -0.1
H 4.769 -0.095 -1.423 -0.1 0.1 0.1
H -3.520 -9.163 -1.746 0.4 -0.2 -0.2
H -4.086 -7.554 -1.935 0.2 0.2 -0.3
H -1.581 3.319 -3.510 -0.9 0.1 -0.8
H -5.557 2.546 3.414 0.8 0.1 -0.2
H -2.831 0.006 3.047 0.3 0.5 -0.1
H -6.504 0.197 4.990 -0.3 -0.1 -0.2
H 1.807 0.390 -4.616 0.0 -0.1 0.1
H -1.257 -4.924 1.151 0.0 0.0 0.4
H 3.097 1.021 4.352 0.3 0.6 0.4
H -4.457 5.820 -4.863 0.2 0.0 -0.1
H 2.557 0.665 6.420 0.0 0.2 -0.3
H 3.470 0.381 -3.942 0.2 0.1 -0.4
H 1.466 7.290 0.416 0.2 -0.3 0.0
H 4.409 3.266 -3.854 0.3 0.0 0.2
H 1.653 -0.986 2.710 0.1 0.0 0.2
H 1.548 -1.235 7.503 0.1 -0.1 -0.1
H 1.991 -2.382 3.737 -0.5 -0.3 0.0
H -1.497 -0.186 4.187 0.0 0.2 0.3
H -2.362 -3.529 1.026 0.1 0.0 0.1
H 0.373 7.932 -0.701 0.1 0.1 -0.6
H 2.028 1.173 3.081 -0.2 0.7 -0.4
H -3.057 0.779 -3.036 0.1 0.3 0.0
H -0.086 -0.616 7.284 -0.1 0.0 -0.2
H -6.960 1.875 5.147 -0.4 0.0 -0.2
H 4.436 -1.648 -0.609 -0.2 0.2 0.0
H 1.356 1.292 7.560 0.2 0.3 -0.2
H 3.112 5.893 -3.022 0.2 0.1 0.2
H 4.224 3.780 -2.142 -0.3 -0.2 0.0
H 2.785 -6.122 2.117 0.0 -0.3 0.0
H -2.993 -5.019 1.740 0.0 -0.4 -0.3
H -1.851 3.101 -1.906 -0.1 -0.8 -0.2
H 0.512 -4.725 -2.031 -0.3 0.1 -0.1
H -0.401 2.090 0.377 0.0 0.4 0.5
H -4.949 0.920 3.067 0.4 -0.1 0.2
H -7.337 0.986 3.594 -0.2 0.0 0.2
H 3.428 0.820 0.340 0.3 0.0 0.2
H -0.848 -3.709 -3.907 -0.1 -0.4 0.0
H -2.996 4.831 -5.123 0.0 -0.2 0.1
H 3.694 -0.556 1.393 0.4 0.0 0.2
H 0.494 -3.738 2.198 0.0 0.0 -0.3
H -4.669 4.096 -5.082 0.2 -0.2 0.1
H -1.719 -8.549 -0.382 0.7 0.7 0.3
```
Positions in Å, forces in eV/Å.

E_HOMO in eV: -10.34

=====

Number 1: electronic energy -3384.6637 hartree. Number 2: electronic energy -22277.8415 hartree.